No. 1
Entry from the OMol25 dataset: C29H37AsF6MnN4O4PS2Sb as an isolated structure (ωB97M-V with the def2-TZVPD basis set).

Each line ends with the Mulliken charge.
Atoms and positions in Å:
Mn -0.092 -0.590 2.051  -0.112
F 2.168 -3.929 -0.250  -0.156
C 2.164 -2.862 -1.022  0.540
F 1.566 -3.102 -2.164  -0.142
F 3.377 -2.399 -1.202  -0.170
S 1.171 -1.566 -0.122  1.265
O -0.214 -1.964 0.016  -0.642
O 1.770 -1.351 1.209  -0.687
N 1.383 -0.330 -1.090  -0.252
S 0.665 0.989 -0.709  0.676
O -0.291 1.441 -1.725  -0.849
O 0.147 0.994 0.660  -0.407
C 2.007 2.269 -0.677  0.529
F 2.598 2.286 -1.858  -0.082
F 1.452 3.432 -0.416  -0.168
F 2.855 1.923 0.266  -0.174
C 1.093 -2.957 6.837  -0.785
N 2.220 -2.812 5.788  0.017
C 2.411 -4.188 5.105  -0.772
N 1.183 -4.638 4.553  0.206
C 0.153 -4.748 5.587  -0.891
N -0.087 -3.452 6.224  0.206
C -0.747 -2.495 5.344  -0.960
P 0.330 -2.137 3.879  1.746
C 1.903 -1.742 4.786  -1.044
C 0.746 -3.878 3.390  -1.099
H 0.945 -1.977 7.290  0.387
H 1.467 -3.657 7.584  0.353
H 3.088 -2.564 6.270  0.366
H 2.759 -4.864 5.887  0.361
H 3.185 -4.066 4.349  0.378
H 0.483 -5.460 6.344  0.329
H -0.771 -5.119 5.148  0.376
H -0.968 -1.575 5.888  0.471
H -1.695 -2.913 5.001  0.473
H 1.815 -0.792 5.314  0.457
H 2.731 -1.670 4.078  0.572
H 1.529 -3.860 2.630  0.494
H -0.133 -4.352 2.950  0.493
C -5.068 1.697 -4.736  -0.514
C -4.349 2.868 -4.937  -0.782
C -2.991 2.900 -4.663  -0.385
C -2.377 1.734 -4.193  0.818
C -3.092 0.549 -3.989  -0.609
C -4.447 0.543 -4.261  -0.794
Sb -0.343 1.789 -4.006  2.251
C 0.731 0.182 -4.689  0.784
C 0.045 -0.783 -5.434  -0.676
C 0.772 -1.805 -6.024  -0.745
C 2.152 -1.855 -5.866  -0.596
C 2.825 -0.891 -5.118  -0.825
C 2.121 0.140 -4.524  -0.237
C 0.546 3.632 -4.057  0.611
C 1.682 3.795 -4.856  -0.474
C 2.230 5.062 -4.971  -0.776
C 1.656 6.131 -4.292  -0.526
C 0.525 5.955 -3.498  -0.821
C -0.048 4.702 -3.378  -0.439
H -6.128 1.678 -4.957  0.443
H -4.843 3.754 -5.312  0.449
H -2.429 3.811 -4.833  0.443
H -2.608 -0.351 -3.628  0.454
H -5.023 -0.361 -4.116  0.443
H -1.027 -0.730 -5.582  0.472
H 0.263 -2.551 -6.619  0.473
H 2.714 -2.648 -6.343  0.475
H 3.901 -0.936 -5.017  0.487
H 2.649 0.897 -3.957  0.358
H 2.121 2.966 -5.398  0.493
H 3.100 5.217 -5.595  0.461
H 2.089 7.118 -4.390  0.453
H 0.086 6.800 -2.986  0.460
H -0.936 4.567 -2.772  0.507
C -3.453 -0.319 3.767  -1.072
As -1.925 0.694 3.157  0.231
C -1.344 1.671 4.722  -1.111
C -2.684 2.053 2.015  -1.067
H -4.205 0.379 4.133  0.449
H -3.169 -0.985 4.579  0.330
H -3.873 -0.903 2.950  0.409
H -2.187 2.243 5.109  0.455
H -0.538 2.354 4.460  0.413
H -1.002 0.985 5.496  0.320
H -3.442 2.599 2.574  0.497
H -3.142 1.588 1.144  0.379
H -1.902 2.739 1.696  0.327

Calculated values
Spin multiplicity: 4
ΔE to the lowest compared entry with this formula, charge and spin: 0.0 kcal per mole
Orbital gap (spin up / spin down): 7.650 / 7.672 eV
E: -7009.713097 Ha
Net charge: +4
Molecular weight: 966.36 g/mol
Maximum force: 0.0100 hartree/bohr
HOMO (spin up / spin down): -0.6862 / -0.6862 hartree

No. 2
Entry from the OMol25 dataset: C29H37BrN7O2PPdS as an isolated structure in a non-equilibrium geometry (ωB97M-V with the def2-TZVPD basis set).

Each line ends with the Mulliken charge.
Atoms and positions in Å:
Pd 0.410 0.933 0.210  -0.249
Br 7.942 2.154 0.924  -0.172
C 6.645 1.039 0.079  -0.299
C 7.061 -0.025 -0.709  -0.375
C 6.108 -0.808 -1.337  -0.737
C 4.763 -0.525 -1.185  -0.413
C 4.355 0.534 -0.382  0.093
C 5.300 1.322 0.260  -0.268
C 2.900 0.790 -0.216  1.556
O 2.154 0.792 -1.230  -0.600
O 2.441 1.006 0.933  -0.741
H 8.112 -0.239 -0.820  0.438
H 6.417 -1.635 -1.957  0.417
H 4.017 -1.133 -1.668  0.365
H 5.006 2.149 0.885  0.521
C 0.455 3.896 -1.122  -0.448
C 0.585 5.456 -1.129  -0.791
N 0.743 5.913 0.228  -0.091
C 1.971 5.416 0.790  -0.941
C 1.936 3.855 0.744  -0.709
N 0.631 3.424 0.248  0.927
C -0.427 3.958 1.100  -0.042
C -0.376 5.522 1.043  -0.861
H 1.216 3.431 -1.755  0.513
H -0.535 3.585 -1.477  0.053
H -0.302 5.922 -1.560  0.369
H 1.449 5.776 -1.710  0.248
H 2.065 5.780 1.813  0.278
H 2.810 5.804 0.212  0.400
H 2.104 3.424 1.733  0.495
H 2.706 3.476 0.069  0.173
H -0.275 3.595 2.120  0.542
H -1.394 3.591 0.738  -0.310
H -0.255 5.944 2.041  0.271
H -1.290 5.932 0.611  0.382
S 0.473 -5.984 0.261  -0.141
C 0.725 -4.251 0.296  0.806
C 0.542 -3.472 1.439  -0.580
C 0.678 -2.103 1.339  -1.091
N 0.946 -1.484 0.191  0.628
C 1.189 -2.225 -0.888  -0.762
C 1.111 -3.603 -0.881  -1.088
C -0.756 -6.122 1.575  0.092
C -0.402 -6.208 2.911  -0.181
C -1.433 -6.188 3.846  -0.321
N -2.702 -6.114 3.509  -0.542
C -3.035 -6.090 2.235  -0.482
C -2.094 -6.089 1.215  -0.102
H 0.286 -3.918 2.386  0.439
H 0.559 -1.464 2.208  0.526
H 1.429 -1.681 -1.794  0.731
H 1.303 -4.182 -1.769  0.481
H 0.627 -6.289 3.222  0.497
H -1.224 -6.231 4.904  0.398
H -4.093 -6.066 2.021  0.401
H -2.391 -6.074 0.178  0.469
C -4.449 0.759 -2.036  -0.828
N -3.354 -0.159 -2.580  0.145
C -3.618 -1.559 -2.024  -0.836
N -3.701 -1.540 -0.615  0.221
C -4.764 -0.653 -0.168  -0.887
N -4.506 0.700 -0.627  0.187
C -3.379 1.323 0.036  -1.113
P -1.766 0.437 -0.320  1.818
C -2.010 0.318 -2.190  -1.184
C -2.434 -1.279 0.044  -0.920
H -5.398 0.421 -2.467  0.353
H -4.235 1.778 -2.369  0.389
H -3.422 -0.187 -3.601  0.371
H -2.811 -2.215 -2.360  0.384
H -4.564 -1.907 -2.449  0.361
H -4.831 -0.677 0.920  0.379
H -5.720 -0.994 -0.578  0.322
H -3.554 1.308 1.117  0.518
H -3.322 2.368 -0.283  0.420
H -1.244 -0.355 -2.592  0.484
H -1.835 1.306 -2.627  0.476
H -2.569 -1.387 1.126  0.529
H -1.704 -2.026 -0.281  0.244

Calculated values
Orbital gap (spin up / spin down): 5.057 / 5.037 eV
E: -5101.906896 Ha
Net charge: +2
Molecular weight: 765.03 g/mol
Maximum force: 0.0465 hartree/bohr
HOMO (spin up / spin down): -0.4673 / -0.4673 hartree

No. 3
Entry from the OMol25 dataset: C29H37Cl5CsN5O4S4 as an isolated structure in a non-equilibrium geometry (ωB97M-V with the def2-TZVPD basis set).

Each line ends with the Mulliken charge.
Atoms and positions in Å:
Cs 0.129 -1.100 -1.087  1.866
N 4.382 -1.598 0.113  -0.863
N 3.461 -2.417 0.783  0.053
C 2.811 -2.028 1.885  0.379
N 1.956 -2.924 2.408  -0.430
S 3.063 -0.496 2.603  -0.361
H 4.971 -1.189 0.832  0.314
H 3.858 -0.815 -0.262  0.200
H 3.167 -3.220 0.247  0.200
H 1.509 -3.559 1.752  0.200
H 1.343 -2.540 3.108  0.310
Cl 1.975 -3.957 -2.198  -0.170
C 0.827 -4.718 -1.007  0.959
C 0.282 -3.930 -0.033  -0.894
C -0.577 -4.567 0.816  -0.055
Cl -1.334 -3.614 2.168  -0.205
C -0.895 -5.919 0.753  -0.378
Cl -2.000 -6.664 1.854  -0.203
C -0.298 -6.686 -0.247  0.498
Cl -0.648 -8.366 -0.382  -0.204
C 0.587 -6.082 -1.143  -0.304
Cl 1.340 -7.028 -2.375  -0.204
O 1.764 0.791 -1.166  -0.252
S 3.052 1.525 -0.821  0.165
C 2.639 3.196 -0.399  0.354
C 1.480 3.788 -0.878  -0.462
C 1.196 5.087 -0.488  -0.681
C 2.058 5.770 0.364  -0.494
C 3.208 5.158 0.837  -0.633
C 3.502 3.851 0.461  -0.213
C 3.887 1.781 -2.369  0.663
C 5.225 2.144 -2.334  -0.424
C 5.900 2.327 -3.531  -0.698
C 5.236 2.129 -4.735  -0.450
C 3.904 1.747 -4.749  -0.714
C 3.212 1.566 -3.558  -0.257
H 0.820 3.230 -1.528  0.471
H 0.298 5.573 -0.848  0.432
H 1.825 6.782 0.666  0.405
H 3.871 5.684 1.510  0.418
H 4.375 3.347 0.855  0.462
H 5.740 2.271 -1.390  0.365
H 6.945 2.606 -3.521  0.403
H 5.768 2.261 -5.668  0.386
H 3.399 1.578 -5.691  0.412
H 2.180 1.246 -3.538  0.396
C -5.805 -2.510 0.627  -0.766
N -5.658 -2.236 -0.776  0.134
C -6.772 -2.031 -1.697  -0.642
C -6.035 -1.777 -3.032  -0.657
N -4.586 -1.912 -2.745  -0.630
C -4.509 -2.166 -1.495  0.560
S -3.000 -2.363 -0.614  -0.001
H -6.401 -1.735 1.114  0.306
H -4.835 -2.528 1.126  0.219
H -6.279 -3.480 0.799  0.255
H -7.393 -1.190 -1.378  0.313
H -7.406 -2.921 -1.731  0.313
H -6.239 -0.779 -3.424  0.323
H -6.328 -2.493 -3.799  0.291
H -2.814 -1.467 -3.161  0.417
C 0.972 3.071 4.785  -1.523
C 0.758 2.936 3.284  0.438
C 0.041 1.633 2.969  -1.099
S -0.259 1.404 1.227  0.753
O -0.642 -0.058 1.061  -1.068
C -1.777 2.375 1.016  -1.030
C -3.048 1.527 1.040  -0.146
C -3.417 0.967 2.402  -1.218
H 1.506 3.987 5.039  0.413
H 1.557 2.233 5.168  0.314
H 0.021 3.084 5.320  0.364
H 1.718 2.950 2.760  -0.087
H 0.195 3.795 2.903  0.262
H -0.902 1.534 3.512  0.561
H 0.674 0.773 3.205  0.268
H -1.691 2.892 0.058  0.416
H -1.773 3.144 1.793  0.452
H -2.926 0.705 0.332  0.066
H -3.855 2.154 0.650  0.524
H -2.703 0.208 2.721  0.212
H -4.402 0.497 2.370  0.361
H -3.457 1.746 3.168  0.330
O -1.995 -2.594 -1.932  -0.283
O -1.927 -1.399 -2.736  -0.477

Calculated values
ΔE to the lowest compared entry with this formula, charge and spin: 68.5 kcal per mole
Orbital gap: 7.325 eV
E: -5615.649957 Ha
Net charge: 0
Molecular weight: 958.08 g/mol
Maximum force: 0.0531 hartree/bohr
HOMO: -0.2719 hartree

The highest E belongs to which entry? C29H37BrN7O2PPdS